1.
Molecular formula: C56H43AsN4OPdS2Sb
Method: DFT, the ωB97M-V functional and the def2-TZVPD basis

The geometry in XYZ format:
```
109
Properties=species:S:1:pos:R:3:forces:R:3:lowdin_spin:R:1
Pd 0.1159 -0.1421 0.0965 0.242 0.003 -0.024 1.143
C 8.5567 10.7803 -0.5465 -0.035 0.058 -0.010 0.005
O 8.9139 9.3738 -0.5063 0.120 0.288 -0.021 0.138
C 8.0057 8.4553 -0.4263 -0.132 -0.118 0.010 0.117
C 6.6091 8.7095 -0.3743 0.047 0.111 -0.009 0.050
C 5.7488 7.6634 -0.2840 -0.018 -0.201 0.010 0.043
C 6.2260 6.3181 -0.2480 0.064 0.090 -0.020 0.151
C 7.6293 6.0797 -0.3010 -0.181 -0.058 0.013 0.019
C 8.4966 7.1140 -0.3902 0.105 0.074 -0.008 0.075
C 5.2744 5.2718 -0.1907 -0.009 -0.090 -0.008 0.005
N 3.9497 5.4601 -0.1659 -0.004 -0.033 -0.022 0.091
C 3.4072 4.2368 -0.1616 -0.007 -0.011 0.015 0.046
C 4.3982 3.2488 -0.1733 -0.016 -0.051 0.057 0.119
N 5.5741 3.9206 -0.1857 -0.068 0.043 -0.007 0.029
C 4.1004 1.8469 -0.1308 0.062 0.059 -0.023 0.006
C 5.0540 0.8278 -0.0091 0.058 0.119 -0.014 0.022
C 4.6343 -0.4725 0.1107 0.028 -0.058 -0.031 -0.004
C 3.2667 -0.7341 0.0597 0.063 0.040 -0.077 0.031
N 2.3572 0.2112 -0.1191 -0.107 -0.008 0.225 0.054
C 2.7400 1.4969 -0.1735 -0.026 0.014 -0.067 0.039
C 1.6884 2.5242 -0.2175 0.008 -0.029 -0.017 0.014
N 0.4103 2.1137 -0.2740 -0.057 -0.180 0.225 0.065
C -0.5582 3.0128 -0.2132 -0.010 -0.023 -0.116 0.005
C -0.3198 4.3808 -0.0907 -0.100 0.045 -0.052 0.005
C 0.9785 4.8212 -0.0726 0.138 0.077 -0.014 0.003
C 2.0103 3.8809 -0.1526 0.047 0.062 -0.017 0.006
H 9.4949 11.3160 -0.5982 0.084 -0.040 -0.001 0.000
H 8.0184 11.0593 0.3559 0.008 -0.071 0.076 0.003
H 7.9590 10.9927 -1.4296 0.001 -0.080 -0.067 0.003
H 6.2324 9.7217 -0.4122 0.031 -0.030 0.017 0.001
H 4.6812 7.8302 -0.2447 0.024 -0.020 -0.007 -0.001
H 8.0274 5.0733 -0.2739 -0.033 0.011 -0.005 -0.002
H 9.5663 6.9580 -0.4395 -0.023 0.058 0.012 0.002
H 6.4946 3.5153 -0.2097 0.025 0.004 -0.009 0.000
H 6.1118 1.0642 0.0100 -0.042 -0.033 0.034 0.001
H 5.3377 -1.2834 0.2427 -0.039 0.025 -0.013 0.000
H 2.9004 -1.7447 0.1779 -0.055 -0.071 -0.034 0.004
H -1.5714 2.6379 -0.2795 -0.030 -0.012 0.057 0.000
H -1.1506 5.0697 -0.0244 0.015 -0.029 -0.021 0.000
H 1.2246 5.8731 0.0029 -0.029 -0.028 -0.011 0.000
S -2.2543 -0.1639 0.1875 -0.161 -0.072 0.044 0.652
C -2.8012 -1.7561 0.4697 -0.075 0.183 0.007 0.087
C -4.1772 -1.9153 0.7530 0.031 -0.050 -0.001 0.109
C -4.6858 -3.1700 1.0175 -0.018 -0.027 0.011 -0.003
C -3.8443 -4.2764 0.9721 0.011 -0.004 0.001 0.134
C -2.4850 -4.1330 0.6581 -0.058 -0.099 0.002 0.014
C -1.9549 -2.8898 0.4097 0.026 0.049 0.113 0.078
As -0.0908 -2.6258 -0.0485 -0.326 0.036 -0.605 0.140
C 0.6293 -4.4128 -0.0588 0.118 0.158 0.231 0.054
C 0.9500 -4.9876 1.1687 0.048 -0.039 -0.026 0.008
C 1.4028 -6.2975 1.2075 0.013 -0.010 -0.002 0.000
C 1.5483 -7.0150 0.0257 0.005 -0.008 0.003 0.005
C 1.2469 -6.4260 -1.1952 0.015 0.008 -0.002 0.002
C 0.7881 -5.1158 -1.2462 -0.029 -0.110 0.028 0.012
C -0.2391 -2.2004 -1.9459 -0.075 -0.143 -0.061 0.031
C -1.4549 -2.1998 -2.6326 0.088 0.023 -0.002 0.017
C -1.4871 -1.9160 -3.9896 -0.020 0.014 0.000 0.000
C -0.3122 -1.6270 -4.6724 0.014 -0.005 0.011 0.014
C 0.9014 -1.6300 -3.9980 -0.009 0.028 -0.018 -0.001
C 0.9383 -1.9151 -2.6407 0.061 -0.005 0.035 0.019
H -4.8200 -1.0436 0.7614 0.038 -0.015 0.008 0.004
H -5.7355 -3.2910 1.2504 0.029 -0.009 -0.015 -0.002
H -4.2426 -5.2639 1.1701 0.017 0.030 -0.015 0.007
H -1.8535 -5.0105 0.6002 -0.017 -0.026 0.017 -0.001
H 0.8484 -4.4166 2.0850 -0.001 -0.020 0.036 0.001
H 1.6480 -6.7589 2.1556 0.001 0.014 -0.013 0.000
H 1.9039 -8.0372 0.0562 -0.016 0.033 0.000 0.000
H 1.3652 -6.9874 -2.1128 0.003 0.006 0.017 0.000
H 0.5480 -4.6606 -2.1971 -0.018 -0.017 -0.027 0.001
H -2.3748 -2.4437 -2.1206 -0.061 -0.016 0.005 0.000
H -2.4316 -1.9319 -4.5188 0.030 0.001 0.017 0.000
H -0.3421 -1.4148 -5.7334 0.002 0.003 0.030 0.001
H 1.8196 -1.4206 -4.5315 -0.012 -0.020 0.009 0.000
H 1.8969 -1.9660 -2.1345 -0.014 0.063 0.001 0.001
S 0.6803 0.1241 2.4730 0.361 0.306 0.250 0.239
Sb -0.0329 -0.1290 4.6734 0.118 -0.077 -0.489 0.035
C 1.1601 1.2629 5.7160 -0.226 -0.187 0.054 0.020
C 1.9670 2.1378 4.9991 0.029 0.060 0.126 0.006
C 2.7313 3.0676 5.6929 -0.021 -0.011 -0.006 0.000
C 2.6868 3.1191 7.0808 0.004 0.005 -0.069 0.000
C 1.8769 2.2414 7.7878 -0.029 -0.025 0.039 0.001
C 1.1064 1.3087 7.1080 0.005 -0.017 -0.045 0.003
C -2.0930 0.1988 4.8882 0.267 -0.055 0.099 -0.001
C -2.8473 0.5190 3.7672 -0.110 0.019 0.126 0.009
C -4.2067 0.7568 3.9225 0.003 -0.015 -0.027 0.001
C -4.7899 0.6769 5.1808 -0.002 -0.010 -0.015 0.000
C -4.0246 0.3545 6.2946 0.044 -0.012 0.019 0.000
C -2.6650 0.1112 6.1549 -0.117 -0.005 -0.103 0.000
C 0.4921 -2.0897 5.2058 -0.110 0.254 0.152 0.000
C 1.5279 -2.3181 6.1044 -0.040 -0.104 -0.057 0.001
C 1.8765 -3.6286 6.4110 0.002 0.020 0.007 0.000
C 1.1917 -4.6848 5.8257 -0.008 0.014 0.002 0.001
C 0.1588 -4.4441 4.9252 -0.033 0.004 -0.021 0.000
C -0.1970 -3.1412 4.6077 0.079 -0.059 0.120 0.001
H 1.9932 2.0991 3.9175 0.003 -0.005 0.000 0.004
H 3.3586 3.7593 5.1442 -0.007 -0.017 0.039 0.000
H 3.2811 3.8486 7.6162 -0.009 -0.022 -0.026 0.000
H 1.8400 2.2837 8.8689 0.003 0.000 -0.036 0.000
H 0.4732 0.6299 7.6696 0.028 0.018 -0.007 0.000
H -2.3821 0.5897 2.7903 0.011 0.031 0.054 0.011
H -4.8114 1.0107 3.0605 -0.001 0.015 0.022 0.000
H -5.8489 0.8686 5.2971 0.024 -0.003 -0.008 0.000
H -4.4843 0.2921 7.2725 0.003 0.006 -0.031 0.000
H -2.0734 -0.1482 7.0260 -0.025 0.009 -0.021 0.000
H 2.0620 -1.4930 6.5616 -0.007 -0.020 -0.001 0.000
H 2.6766 -3.8217 7.1141 -0.024 -0.004 -0.023 0.000
H 1.4570 -5.7029 6.0810 -0.006 0.025 -0.013 0.000
H -0.3807 -5.2731 4.4824 0.026 0.014 0.022 0.000
H -1.0074 -2.9512 3.9116 -0.028 -0.010 0.000 0.000
```
Forces are in eV/Å.

Results
Gap between HOMO and LUMO (alpha / beta): 7.13 / 4.96 eV
Strongest force on any atom: 0.689 eV Å⁻¹
Energy relative to the best compared isomer or geometry (same formula, charge and spin): 0.00 kcal/mol
E: -159281.151 eV
Total charge: +3
Spin multiplicity: 5
HOMO (alpha / beta): -0.519 / -0.543 Ha

---

2.
Molecular formula: C24H29Cl5N6Pb
Method: DFT, the ωB97M-V functional and the def2-TZVPD basis

The geometry in XYZ format:
```
65
Properties=species:S:1:pos:R:3:forces:R:3:nbo_charge:R:1
Pb -0.1695 -0.4803 -0.4140 0.109 -0.251 0.148 1.966
N 1.0015 -2.7356 -0.7658 -0.029 -0.070 -0.088 -0.832
C 1.0583 -3.1360 -2.1802 0.001 0.075 0.135 -0.245
C -0.3361 -3.0179 -2.7520 0.021 0.055 -0.063 -0.235
N -0.8751 -1.6400 -2.7016 0.033 -0.059 0.056 -0.445
C -2.3465 -1.7136 -2.8623 -0.020 -0.037 -0.042 -0.242
C -3.0445 -1.6681 -1.5275 -0.051 0.064 0.062 -0.243
N -2.6284 -0.4306 -0.8599 -0.071 0.058 -0.157 -0.827
C -0.2980 -0.7737 -3.7422 -0.043 -0.047 -0.019 -0.253
C -0.6542 0.6903 -3.5168 0.100 0.037 -0.003 -0.243
N -0.2090 1.1779 -2.1929 -0.221 0.070 0.129 -0.850
H 1.9308 -2.6181 -0.3723 0.003 0.021 -0.004 0.409
H 0.5421 -3.4525 -0.2135 0.067 -0.049 -0.007 0.396
H 1.4161 -4.1570 -2.3156 -0.008 -0.032 0.033 0.234
H 1.7600 -2.4792 -2.6898 0.048 0.023 -0.046 0.214
H -1.0094 -3.6446 -2.1623 0.004 -0.025 -0.016 0.213
H -0.3608 -3.3951 -3.7789 0.000 0.042 -0.021 0.229
H -2.6224 -2.6150 -3.4133 0.044 -0.007 0.001 0.237
H -2.6891 -0.8726 -3.4624 -0.007 -0.006 -0.034 0.210
H -2.7536 -2.5035 -0.8881 0.000 -0.002 0.000 0.219
H -4.1232 -1.7247 -1.6765 -0.022 0.020 0.035 0.236
H -2.9926 -0.3927 0.0867 -0.048 0.015 -0.021 0.418
H -2.9633 0.3899 -1.3588 -0.106 -0.049 0.010 0.391
H -0.6516 -1.0693 -4.7356 -0.065 -0.022 0.025 0.230
H 0.7799 -0.8983 -3.7364 -0.026 -0.046 -0.059 0.228
H -1.7285 0.8460 -3.5788 -0.020 0.012 -0.040 0.210
H -0.2088 1.2788 -4.3190 0.029 0.057 0.023 0.243
H -0.7434 1.9943 -1.9136 -0.111 -0.029 -0.021 0.410
H 0.7680 1.4584 -2.2298 -0.181 0.128 -0.052 0.419
C -1.0675 2.6056 0.8836 0.067 -0.114 0.137 -0.254
N -1.0858 1.1240 0.9820 -0.072 0.327 -0.078 -0.601
C -1.7431 0.5786 1.9480 0.088 0.049 0.211 0.182
C -1.8213 -0.8317 2.0788 0.072 -0.010 -0.032 -0.058
C -2.3736 -1.6222 3.0792 -0.082 -0.099 0.104 -0.178
C -2.0670 -2.9495 2.7579 -0.065 0.039 0.128 -0.279
C -1.3355 -2.9185 1.5819 0.006 0.169 -0.120 -0.010
N -1.1839 -1.6404 1.1575 0.025 -0.153 0.014 -0.661
C -0.1901 3.2636 1.9176 0.019 -0.029 0.002 0.008
C 1.1894 3.0778 1.8971 0.042 -0.018 -0.036 -0.242
C 1.9943 3.6760 2.8511 -0.017 0.013 0.012 -0.184
C 1.4230 4.4771 3.8351 0.026 -0.037 -0.018 -0.187
C 0.0532 4.6770 3.8532 -0.045 -0.007 -0.033 -0.185
C -0.7528 4.0710 2.8943 -0.019 -0.007 0.140 -0.229
H -2.0905 2.9709 0.9848 -0.020 0.037 -0.052 0.220
H -0.7183 2.8798 -0.1124 0.007 -0.031 -0.025 0.185
H -2.2406 1.2005 2.6929 -0.008 -0.018 -0.013 0.231
H -2.9210 -1.2614 3.9371 0.009 -0.041 -0.023 0.252
H -2.3404 -3.8370 3.3045 -0.004 0.028 0.012 0.254
H -0.9554 -3.7658 1.0316 -0.007 0.023 0.021 0.200
H 1.6388 2.4648 1.1221 0.010 0.031 -0.008 0.188
H 3.0674 3.5320 2.8258 -0.019 -0.001 0.001 0.223
H 2.0487 4.9482 4.5813 0.000 0.001 -0.014 0.235
H -0.3931 5.3091 4.6089 -0.003 -0.008 -0.001 0.235
H -1.8246 4.2347 2.9131 0.013 0.017 -0.009 0.217
Cl 1.2902 -0.5228 2.7839 -0.334 -0.049 -0.036 0.098
C 2.3838 -0.1823 1.5136 0.149 0.098 -0.246 0.001
C 1.9738 -0.0584 0.1842 0.102 -0.050 -0.326 -0.472
C 2.9491 0.1857 -0.7840 0.049 0.082 0.311 -0.006
Cl 2.5561 0.3064 -2.4728 0.487 -0.266 -0.001 0.031
C 4.2918 0.3571 -0.4503 -0.001 0.044 -0.144 -0.113
Cl 5.4561 0.6950 -1.6540 0.028 -0.006 -0.011 0.118
C 4.6817 0.2537 0.8830 0.083 0.018 0.024 -0.067
Cl 6.3152 0.4611 1.3104 0.039 0.005 0.006 0.140
C 3.7309 -0.0218 1.8610 -0.095 0.010 0.088 -0.115
Cl 4.2123 -0.1554 3.4912 0.042 0.005 0.047 0.128
```
Forces are in eV/Å.

Results
Gap between HOMO and LUMO: 6.55 eV
Strongest force on any atom: 0.555 eV Å⁻¹
Energy relative to the best compared isomer or geometry (same formula, charge and spin): 14.69 kcal/mol
E: -102144.059 eV
Total charge: +2
Spin multiplicity: 1
HOMO: -0.511 Ha

---

3.
Molecular formula: C7H12CeFNO3
Method: DFT, the ωB97M-V functional and the def2-TZVPD basis

The geometry in XYZ format:
```
25
Properties=species:S:1:pos:R:3:forces:R:3:lowdin_spin:R:1
N -3.0098 -1.5842 -0.1754 0.512 0.588 0.365 0.000
C -1.6453 -2.0118 0.0295 -0.790 0.432 -0.654 0.000
C -0.5420 -1.0080 -0.4324 0.313 -0.981 0.718 0.000
O 0.1414 -1.5749 -1.6244 0.443 2.308 -0.283 -0.002
C 0.4763 -0.7545 0.6908 -0.522 0.683 -1.024 0.000
C 1.5627 0.2901 0.4300 2.018 -1.989 2.751 0.000
F 2.7404 -0.3634 0.4588 -0.295 0.591 -0.690 0.000
C 1.6286 1.5570 1.2203 -0.444 0.921 -1.455 0.000
C 0.4012 2.2940 0.6133 1.280 -0.805 0.370 0.000
C 0.5484 1.9780 -0.8355 -0.123 1.468 4.020 -0.001
O -0.0068 2.4898 -1.7734 0.407 -0.773 -1.489 -0.003
O 1.4973 0.8968 -0.9829 -0.881 1.045 0.394 -0.005
H -3.3192 -0.9228 0.5236 -0.223 -0.113 0.220 0.000
H -3.1545 -1.1519 -1.0746 -0.289 -0.282 -0.350 0.000
H -1.5170 -2.9019 -0.5737 0.342 -0.384 -0.018 0.000
H -1.4997 -2.2591 1.0705 0.043 -0.164 0.292 0.000
H -1.0461 -0.0832 -0.7312 -0.102 0.152 -0.372 0.000
H 0.8095 -2.1642 -1.2514 0.165 -0.635 -0.357 0.000
H -0.0822 -0.4743 1.5756 -0.102 0.151 0.278 0.000
H 1.0061 -1.6671 0.9345 0.072 -0.346 0.078 0.000
H 2.4948 2.0840 0.8344 0.537 0.061 0.404 0.000
H 1.7196 1.4691 2.2905 -0.387 -0.236 0.348 0.000
H 0.4055 3.3649 0.7607 -0.447 0.346 0.103 0.000
H -0.4857 1.7842 0.9808 -0.702 0.446 -0.024 0.000
Ce 0.8765 0.7137 -2.9585 -0.825 -2.485 -3.626 1.014
```
Forces are in eV/Å.

Results
Gap between HOMO and LUMO (alpha / beta): 4.20 / 4.97 eV
Strongest force on any atom: 4.472 eV Å⁻¹
E: -30699.510 eV
Total charge: +3
Spin multiplicity: 2
HOMO (alpha / beta): -0.690 / -0.690 Ha

---

Number 3 is which compound?
C7H12CeFNO3

---

Among the records above, which one has the lowest total charge?
C24H29Cl5N6Pb

---

Look up the total charge of the third one.
+3

---

Which of these has the highest E?
C7H12CeFNO3